Record 1
45
Properties=species:S:1:pos:R:3:nbo_charge:R:1 method="wB97M-V/def2-TZVPD" multiplicity=1 gap_ev=10.477 homo_ev=-10.60 relative_energy_kj_mol=137.1
H -4.3777 0.9738 1.1135 0.47
O 2.7370 -0.2386 2.3235 -0.95
H 2.3036 2.9685 -0.0599 0.47
O -0.3801 3.2873 -2.1190 -0.98
O -1.5679 1.4731 -0.3401 -0.96
H -4.2848 -1.4472 -0.1544 0.48
H -0.8847 2.7146 -1.5038 0.47
H 0.8673 -2.8068 2.5506 0.49
H 0.1670 1.3741 -2.6617 0.50
H 0.4110 3.4859 -1.6272 0.49
H 1.8465 -0.2089 2.6052 0.49
O 0.6402 0.6271 -2.9793 -0.98
H 4.1228 1.2922 -2.1396 0.46
H 0.5359 0.5624 -3.9247 0.49
O 0.6606 0.0454 0.0806 -1.04
H 1.1158 -0.2302 -0.7610 0.52
H -0.2280 -3.2507 0.7714 0.46
O 0.3809 -1.9973 2.4229 -0.99
H 2.3961 -1.5982 -2.1961 0.50
H -1.1969 -1.4595 2.1669 0.50
H 3.1684 -0.7903 3.0390 0.46
O 1.4437 2.8063 0.2763 -0.97
O 4.5753 0.4411 -2.0413 -0.98
H -0.2556 0.2473 -0.0712 0.50
O 0.0893 0.8410 2.8871 -0.94
H 0.0470 0.6553 1.9574 0.47
O -1.9213 -0.9349 1.7792 -1.00
O -1.0882 -1.3270 -1.8302 -0.98
H -2.3205 1.2098 -0.8739 0.50
H 2.7409 -1.8271 -0.6144 0.52
H -0.2823 -2.2852 -0.3633 0.50
H -0.5871 0.2785 3.2427 0.47
H -2.5450 -1.2248 2.4339 0.48
H -2.8402 0.9106 1.2555 0.49
H -2.8124 -1.1915 -0.0994 0.50
O 0.2731 -2.9804 0.0197 -0.97
O -3.6538 1.2506 1.6876 -0.96
H -0.4736 -0.7599 -2.2673 0.49
H 3.8967 -0.2335 -1.8517 0.49
H 0.6333 -1.6944 1.5287 0.53
H 1.3271 1.8731 0.1783 0.49
H -1.9098 -0.9203 -2.0352 0.48
H -1.7515 2.2611 0.0779 0.50
O 2.5790 -1.2225 -1.3628 -0.97
O -3.5971 -0.9500 -0.5204 -0.98



Record 2
76
Properties=species:S:1:pos:R:3:mulliken_charge:R:1 method="wB97M-V/def2-TZVPD" charge=-2 multiplicity=1 gap_ev=5.942 homo_ev=-1.98 relative_energy_kj_mol=67.8
H -2.3549 2.9701 -4.5870 0.37
H -3.8030 -3.5792 7.4511 0.35
S -4.1843 -3.0672 5.0800 -0.21
Zr -0.5508 -0.3187 1.3650 -0.57
C 1.7102 1.2082 -0.2736 0.18
C 2.4335 3.5164 -0.2936 -0.25
C 1.9338 -2.4264 -1.1851 -0.29
C -2.8584 -2.3208 4.2700 0.01
H -0.1216 -0.0456 -2.2927 0.53
C 2.7012 2.0703 -0.0812 -0.16
H 2.0711 -1.0427 -2.7869 0.35
C 1.5110 -1.3893 -1.9253 -1.20
H 0.0205 5.8265 0.3153 0.42
C -2.7690 0.8701 -4.4349 -0.79
Sb 0.4860 1.2854 4.1246 0.94
H -3.0425 -1.2143 -3.9776 0.43
H -2.1127 -5.4140 -3.8471 0.40
C -2.2479 2.2933 -2.5597 -0.65
H 1.6300 7.2735 -0.8987 0.36
S -1.1961 1.7898 2.4241 -0.58
C 0.3223 -0.5923 -1.4580 1.66
H -5.0662 -2.6763 -0.9833 0.38
C -2.6192 -0.0717 -2.2219 -0.15
H -2.9781 1.0097 0.2331 0.35
C 6.0836 1.9712 1.6046 -0.81
C 1.8526 6.2259 -0.7333 -0.40
C 4.4168 0.2743 0.1923 -0.19
S -0.4874 0.9701 6.1335 -0.64
C -2.8456 -0.2255 -3.5795 -0.51
C -3.3386 -3.1617 6.5713 -0.40
C -3.1080 -2.8753 -1.8256 0.16
C -0.7198 -1.5255 -0.8139 -1.66
H -5.9629 -4.6873 -2.1166 0.37
H 4.5558 3.4468 1.3423 0.56
C -2.0888 -2.6385 6.4475 -0.80
C 3.0545 5.6860 -1.1722 -0.69
H -0.8731 -3.1944 0.5650 0.44
N -2.1722 1.3118 -0.3092 -0.03
C 6.4733 0.6566 1.3872 -0.41
C 3.3415 4.3461 -0.9525 -0.05
H 7.4163 0.2918 1.7765 0.36
H 6.7158 2.6364 2.1813 0.35
C -4.9308 -4.3946 -2.2691 -0.64
H -1.2343 -3.3807 -2.7277 0.37
C 1.1287 -2.9491 -0.1031 -1.10
C 0.7286 0.3885 -0.3590 0.29
C -4.4338 -3.2602 -1.6432 -0.39
S 0.9884 -0.8926 3.1183 -0.67
H -1.3845 -2.5730 7.2656 0.36
H -4.4825 -6.0620 -3.5467 0.35
C 5.6254 -0.1905 0.6844 -0.63
H -2.0126 3.2715 -2.1560 0.45
H 1.5111 -3.7364 0.5325 0.48
C -2.4460 2.1186 -3.9236 -0.61
H 4.2803 3.9293 -1.2984 0.45
H -1.8264 2.2016 0.0232 0.26
P -2.4985 -1.3746 -0.9582 0.35
C 4.0169 1.5969 0.4004 0.08
H -2.9306 0.7399 -5.4978 0.39
C -2.7693 -4.8043 -3.2374 -0.73
H -0.8893 -1.6866 4.8473 0.38
H 5.9037 -1.2256 0.5225 0.39
C 1.2374 4.0749 0.1616 -0.01
H 0.5572 3.4482 0.7280 0.53
S 2.2339 2.6721 3.7822 -0.60
C 4.8697 2.4348 1.1218 -0.08
H 3.7729 6.3111 -1.6909 0.35
C -4.0991 -5.1678 -3.0694 -0.42
H 2.8639 -2.9294 -1.4316 0.45
C -1.8130 -2.1643 5.1324 -0.06
C -2.2765 -3.6636 -2.6177 0.10
C -2.3630 1.2080 -1.7018 0.25
C 0.9481 5.4118 -0.0619 -0.86
Te -3.0605 -1.8133 2.2211 0.10
C -0.1977 -2.6110 -0.0554 0.57
H 3.7538 -0.3917 -0.3476 0.33



Record 3
43
Properties=species:S:1:pos:R:3:nbo_charge:R:1 method="wB97M-V/def2-TZVPD" charge=+1 multiplicity=1 gap_ev=8.247 homo_ev=-11.02 relative_energy_kj_mol=447.5
H 0.7303 1.8116 -2.4779 0.49
O 0.8986 0.9987 -0.4129 -1.02
H 0.4937 0.6450 -3.4881 0.47
H -2.2931 -0.2676 3.9665 0.47
O -2.4137 1.5686 1.0049 -0.96
H -3.1406 1.0234 0.6341 0.48
H 0.5802 -3.7111 -0.0655 0.22
O -0.6012 -1.3941 2.3625 -0.97
C 1.3055 -2.0433 -1.3930 0.21
H -2.7531 2.4685 0.7968 0.49
O 3.0300 1.4647 0.6803 -0.92
H 0.7234 2.0079 0.0083 0.50
H -0.0706 -2.9547 -2.7084 0.25
H 2.4221 1.7865 1.2710 0.48
O 0.9264 0.8594 -2.6334 -0.95
H -2.3460 -2.8186 -2.5504 0.13
O -2.4115 0.2108 3.2282 -0.93
C 0.1247 -1.9637 -2.3249 -0.46
N 2.3904 -1.1685 -1.6660 -0.84
H 0.1463 -0.2980 -0.2240 0.50
H 0.1774 1.8274 2.2281 0.49
H 2.3823 -0.5823 -2.5848 0.42
H 0.5795 4.1140 0.0352 0.47
H 0.1161 2.3365 3.7164 0.49
O 1.0259 3.6687 0.6406 -0.97
C -1.1248 -1.2120 -1.7007 -0.15
H 1.8744 1.2007 -0.5429 0.53
H -0.3650 -1.8927 0.2446 0.50
H 0.4496 -1.4213 -3.1704 0.22
O 0.5162 2.5606 2.8687 -0.97
H 2.0466 -2.7946 0.3546 0.21
N -0.7316 -0.9717 -0.3224 -0.81
H -3.3310 0.3456 3.1462 0.49
H 3.3029 -1.3897 -1.2564 0.41
H -1.1215 -2.0575 2.7785 0.47
H -1.0715 -0.5690 2.5338 0.49
H 3.6802 2.1643 0.6209 0.48
C 1.3295 -2.8755 -0.3686 -0.56
H -1.3620 -0.4152 0.2621 0.44
H 0.9750 4.1306 1.5717 0.54
H -1.3727 -0.2696 -2.1671 0.25
O -3.3735 -2.0069 -1.1122 -0.49
C -2.3436 -2.1160 -1.7838 0.42



Record 4
42
Properties=species:S:1:pos:R:3:mulliken_charge:R:1 method="wB97M-V/def2-TZVPD" multiplicity=1 gap_ev="6.390 / 6.413" homo_ev="-7.06 / -7.06"
H -3.5246 -0.2853 0.9483 0.29
C 3.1045 1.5842 -1.1856 -0.72
H -0.9235 -1.9416 1.6473 0.47
H -2.5760 -2.0331 -0.9574 0.30
H 0.4727 -4.5193 -1.0649 0.35
H -0.4494 3.2986 1.9193 0.25
O 0.8678 1.7550 0.0426 -0.89
C -0.4543 3.9177 1.0030 -0.79
C -1.1090 -1.5522 0.6282 0.31
C 1.4571 2.8959 -0.0410 0.60
H 2.4007 1.1921 -1.9343 0.24
H -0.8039 4.9231 1.2585 0.36
H 1.0957 -2.9778 0.6166 0.30
H -0.2213 -3.2934 -2.1852 0.30
C -2.6529 0.1053 1.5935 -0.49
C -0.0792 -3.5890 -1.1338 -0.61
H 0.8612 5.9800 1.1352 0.29
C -0.0210 -1.3368 -0.2155 -0.61
H 3.1895 0.8393 -0.3839 0.23
C 3.5145 4.0029 -0.9823 -1.01
C 1.5818 5.2696 0.7072 -0.93
H -1.1502 3.4761 0.2677 0.14
H 4.3780 3.6128 -1.5379 0.28
H 2.4107 5.1504 1.4282 0.33
H 4.0852 1.7235 -1.6562 0.31
C 0.8351 -2.5840 -0.4146 -0.59
H -1.3213 -4.4901 0.3565 0.29
Cl 0.0509 0.7718 2.9604 -0.53
C -2.1542 -2.5017 -0.0377 -0.89
H -3.0331 -2.7772 0.5426 0.42
H -2.4982 -0.5399 2.5810 0.28
H 1.7146 -2.3742 -1.0447 0.27
Cl -2.1522 1.3761 -1.0368 -0.50
H 2.9981 4.7322 -1.6131 0.36
N 2.6759 2.8623 -0.6702 0.07
H -0.1735 -0.8135 -1.2082 0.21
C -1.4690 -3.8129 -0.5137 -0.65
H 3.8798 4.4889 -0.0752 0.34
N 0.8937 4.0161 0.4340 0.15
Hf -0.8283 0.4819 0.7606 0.84
H 1.9726 5.7107 -0.2159 0.31
H -2.1116 -4.2810 -1.2698 0.31



What is the multiplicity in the third record?
1